# 1
The following is a DFT calculation (ωB97M-V/def2-TZVPD) of a single C2H3NO2 molecule.

```
8
Properties=species:S:1:pos:R:3:forces:R:3:nbo_charge:R:1
C -1.4967 0.4437 0.1764 -1.625 0.558 -0.293 0.4589
C -0.1277 -0.0491 -0.0338 2.109 1.677 -1.360 -0.7350
N -2.6398 0.7018 0.2535 4.128 0.192 0.574 0.0646
O -3.7452 -0.8253 -0.4936 -0.957 -2.754 -1.426 -0.5738
O -3.8567 0.3112 0.2356 -0.591 1.692 0.734 -0.0410
H -0.1672 -1.1028 0.1397 -0.045 -0.775 0.174 0.2786
H 0.3583 0.1084 -1.1166 -1.663 -0.113 2.212 0.2732
H 0.6520 0.4000 0.6646 -1.356 -0.479 -0.614 0.2744
```
Positions in Å, forces in eV/Å.

The highest occupied orbital energy (alpha / beta) is -0.291 / -0.291 Eh. The charge is 0. Its HOMO-LUMO gap (alpha / beta) is 7.6 / 7.6 eV. For the relative energy (zero: lowest compared OMol25 entry of this formula, charge and spin), the calculation gives 8.400 eV.

=====

# 2
The following is a DFT calculation (ωB97M-V/def2-TZVPD) of 3 unconnected molecules or ions with the total composition C17H19F3N2O4S3.

```
48
Properties=species:S:1:pos:R:3:forces:R:3:nbo_charge:R:1
C 2.0720 -0.8935 3.4529 1.404 0.135 0.037 -0.4502
N 1.1159 0.1457 3.5546 -0.500 -1.965 -2.053 -0.7268
S 0.7806 0.0978 -0.9490 1.758 1.532 0.020 0.2338
C 2.5931 -0.2503 -0.4655 0.749 -0.503 0.067 0.8701
F 3.4149 0.2587 -1.4381 -1.300 -0.608 0.962 -0.3204
F 3.0643 0.2405 0.7120 -0.888 -0.349 -1.111 -0.3171
F 2.7478 -1.6068 -0.4236 0.217 1.122 -0.041 -0.3332
S 1.3361 1.7043 3.4575 -0.569 1.704 2.431 2.2828
C 0.3201 1.6938 4.9542 -0.444 -1.019 -0.597 -0.2525
C -1.0465 1.9283 4.7647 0.951 -0.052 0.543 -0.2346
C -1.9324 1.3163 5.6391 -0.178 0.462 0.072 -0.1560
C -1.5063 0.3511 6.5375 0.345 0.290 0.804 -0.2011
C -0.1509 0.0725 6.7002 0.288 -0.011 0.077 -0.2408
C 0.7711 0.7064 5.8877 -0.131 0.839 -0.122 -0.1469
O 2.6717 2.1722 3.7725 -0.379 -0.406 -0.824 -0.9315
O 0.5224 2.3825 2.4642 0.954 -0.670 -0.311 -0.9295
H 3.1196 -0.6134 3.6827 -0.336 0.308 -0.254 0.2059
H 1.8890 -1.7406 4.1390 -0.625 0.262 -0.425 0.2131
H 2.0815 -1.2586 2.3988 -0.128 -0.188 0.266 0.2244
H -1.3935 2.4917 3.9033 0.143 0.189 0.328 0.2443
H -2.9596 1.6372 5.6228 -0.226 -0.298 -0.090 0.2226
H -2.1913 -0.1615 7.2013 -0.232 0.140 -0.191 0.2298
H 0.1647 -0.6323 7.4738 -0.053 0.081 -0.435 0.2209
H 1.8171 0.3947 5.8296 -0.287 0.356 0.484 0.2302
C -0.4075 2.8745 -1.6508 -0.488 0.592 -0.438 -0.7568
S -1.6580 1.6347 -2.0961 -0.005 -0.372 0.372 0.1636
C -1.0734 1.0902 -3.7074 -0.421 -0.112 0.062 -0.7383
C -0.0936 -1.0281 -0.0608 -1.348 -2.105 0.852 -0.2653
C -0.8506 -1.0028 1.2035 -0.524 -0.280 -0.837 -0.0583
C -0.8327 -2.1406 2.0698 -0.239 -0.091 -0.483 -0.1783
C -1.6625 -2.2061 3.1758 -0.571 0.660 0.240 -0.1869
C -2.6276 -1.1896 3.3355 1.759 0.862 -1.618 0.1161
N -3.3335 -1.0964 4.5628 -1.945 -0.056 2.942 0.4823
O -4.1477 -0.1590 4.7447 1.411 -2.084 -0.655 -0.3810
O -3.0789 -1.9521 5.4374 -0.595 1.410 -1.515 -0.3748
C -2.7867 -0.1474 2.3940 0.006 -0.698 0.920 -0.1931
C -1.9137 -0.0646 1.3201 0.490 0.049 -0.125 -0.1607
H -0.9636 3.8019 -1.8599 0.746 0.036 0.374 0.2290
H -0.1232 2.7891 -0.5924 -0.093 0.065 -0.406 0.2549
H 0.4763 2.8241 -2.3133 -0.432 -0.123 0.459 0.2265
H -1.9778 0.8632 -4.2765 0.265 0.026 -0.149 0.2315
H -0.5528 1.9345 -4.1394 0.091 -0.042 -0.395 0.2225
H -0.4387 0.2040 -3.6572 0.054 0.176 0.029 0.2193
H -0.3929 -1.8821 -0.6936 0.557 -0.062 0.620 0.2098
H -0.2405 -3.0194 1.7901 0.216 0.605 0.344 0.2325
H -1.6193 -2.9626 3.9672 0.134 0.129 -0.668 0.2608
H -3.5843 0.5554 2.6274 0.195 -0.023 -0.506 0.2597
H -2.0902 0.5768 0.4392 0.207 0.086 0.944 0.2477
```
Positions in Å, forces in eV/Å.

The highest occupied orbital energy is -0.268 Eh. The charge is 0. Its HOMO-LUMO gap is 3.2 eV. For the relative energy (zero: lowest compared OMol25 entry of this formula, charge and spin), the calculation gives 4.623 eV.

=====

# 3
The following is a DFT calculation (ωB97M-V/def2-TZVPD) of a molecular structure, C13H13MnN4S6.

```
37
Properties=species:S:1:pos:R:3:forces:R:3:nbo_charge:R:1
Mn -0.3261 -0.6542 -0.0959 0.337 2.080 -0.213 1.0322
C 2.5388 3.4776 -2.5958 -1.529 -0.217 -1.908 -0.6456
C 2.6966 3.7555 -1.1247 1.203 0.753 -0.289 -0.2265
N 1.6485 3.3658 -0.1921 0.114 -0.645 -0.870 -0.5614
C 1.0610 2.1287 -0.1644 0.850 -0.300 -0.571 0.2999
S 0.8763 0.9720 -1.4438 -0.089 0.064 0.358 -0.2389
N 0.6805 1.8535 1.0598 0.656 0.241 2.394 -0.4151
N 0.2364 0.6532 1.3007 -1.445 -0.664 0.813 -0.2373
C 0.0271 0.2717 2.5814 1.532 2.141 -2.209 0.1147
C 0.8907 0.6536 3.6998 0.944 0.741 0.882 -0.6618
C -0.8796 -0.7484 2.7259 -0.914 -2.852 0.433 0.1987
C -1.1108 -1.3186 4.0380 1.083 1.197 -2.071 -0.2486
C -1.7010 -2.5290 4.0346 -0.521 -1.224 0.220 -0.1292
C -2.0796 -3.1377 2.8241 0.460 -1.633 0.244 -0.2847
C -1.7519 -2.5950 1.6044 -1.120 0.557 0.438 0.0736
N -1.2782 -1.3401 1.5411 0.440 -0.810 0.871 -0.5425
H 3.4547 3.2462 -3.1497 0.063 -0.185 0.622 0.2241
H 2.1620 4.3559 -3.1131 -0.082 0.397 0.076 0.2086
H 1.7759 2.7250 -2.9001 0.836 0.282 0.625 0.2484
H 2.8755 4.8385 -1.0545 -0.510 -0.176 0.371 0.2046
H 3.6770 3.3726 -0.8392 -0.076 -0.592 0.484 0.1848
H 1.8454 3.6546 0.7615 -0.288 0.097 -0.234 0.4057
H 1.1504 -0.2657 4.2646 0.089 0.582 -0.355 0.2174
H 0.4776 1.3597 4.4319 -0.028 -0.035 -0.219 0.2342
H 1.8153 1.0882 3.2948 -0.293 -0.030 0.207 0.2471
H -0.5348 -0.9175 4.8794 -0.903 -0.109 -0.262 0.2358
H -1.7369 -3.0834 4.9720 -0.358 -0.009 -0.263 0.2259
H -2.3684 -4.1946 2.8303 -0.210 0.530 0.107 0.2294
H -1.9215 -3.1331 0.6636 0.055 0.405 0.370 0.2379
S -3.2336 -4.4672 -6.2663 0.577 0.629 0.435 -0.0155
C -2.4429 -3.3524 -5.3348 -0.678 -0.238 -0.049 -0.5646
S -1.7691 -1.8497 -5.9124 0.155 -0.754 -0.257 0.4783
C -1.0445 -1.2914 -4.4270 -0.397 -0.384 1.435 -0.4497
C -1.5036 -2.0065 -3.2532 -0.463 0.249 -0.806 -0.3383
S -1.8068 -1.3900 -1.6667 0.066 -0.681 -0.093 -0.2603
S -2.3650 -3.4965 -3.5875 0.401 0.460 -0.476 0.4739
S -0.0354 -0.0011 -4.3865 0.044 0.133 -0.239 0.0449
```
Positions in Å, forces in eV/Å.

The highest occupied orbital energy (alpha / beta) is -0.264 / -0.285 Eh. The multiplicity is 5. The charge is 0. Its HOMO-LUMO gap (alpha / beta) is 5.6 / 6.1 eV.

=====

# 4
The following is a DFT calculation (ωB97M-V/def2-TZVPD) of a molecular structure, C29H40MnN4O5SSi.

```
81
Properties=species:S:1:pos:R:3:forces:R:3:lowdin_spin:R:1
Mn 0.5048 -0.3346 -0.0442 0.607 -0.173 -0.102 1.0182
N 0.2549 -1.6866 1.8713 -0.180 0.297 0.006 -0.0004
C 1.3594 -2.6435 1.9553 -0.017 -0.026 0.080 -0.0006
C 2.6059 -2.0615 1.3041 -0.024 -0.199 0.019 0.0066
O 3.7188 -2.5416 1.5969 0.065 -0.013 -0.014 0.0097
N 2.3286 -1.1149 0.4335 -0.187 0.249 0.065 0.0006
C 3.4464 -0.4879 -0.2274 0.115 -0.109 -0.011 -0.0008
C 2.9854 0.7435 -0.9895 0.018 0.020 -0.081 0.0016
O 3.8160 1.5384 -1.4322 0.104 0.053 -0.067 0.0022
O 1.7133 0.8544 -1.1450 -0.059 0.092 0.061 0.0040
H -0.6066 -2.0684 2.2492 0.040 -0.039 -0.112 0.0011
H 0.5042 -0.9008 2.4688 -0.035 -0.070 0.014 -0.0003
H 1.6149 -2.9286 2.9823 -0.024 0.043 -0.031 -0.0001
H 1.1051 -3.5557 1.4108 -0.004 -0.003 0.005 0.0000
H 4.2454 -0.2128 0.4689 -0.072 0.007 -0.008 -0.0001
H 3.9164 -1.1620 -0.9611 0.007 0.007 0.032 0.0000
C 2.8456 6.9866 2.8012 -0.005 -0.010 0.004 0.0000
C 2.1286 5.6635 2.8715 0.025 0.011 0.013 0.0001
C 2.0572 4.8300 1.7626 -0.028 -0.036 -0.001 0.0000
C 1.4173 3.5993 1.8303 0.049 0.038 0.028 0.0002
C 0.8355 3.1990 3.0237 0.139 -0.017 0.072 0.0009
C 0.9005 4.0162 4.1444 -0.116 0.008 -0.101 0.0003
C 1.5405 5.2417 4.0618 -0.003 0.018 0.024 0.0000
S 0.1322 1.5585 3.1390 0.145 0.144 -0.170 0.0031
O -0.9015 1.6189 4.1559 -0.013 0.070 0.097 0.0013
O 1.2441 0.6849 3.4363 0.039 -0.131 -0.002 0.0001
N -0.3709 1.2548 1.6712 -0.290 -0.056 0.106 0.0097
C -1.4190 2.0167 1.1865 0.027 -0.131 -0.185 0.0005
C -2.2323 2.8989 1.8800 -0.190 0.104 0.125 -0.0033
C -3.2101 3.6757 1.2273 0.049 -0.018 0.008 0.0010
C -3.3867 3.6295 -0.1248 0.028 -0.042 -0.013 -0.0025
C -2.5646 2.7603 -0.8833 -0.059 0.074 -0.126 0.0004
C -2.5883 2.7325 -2.2986 -0.084 0.059 0.011 -0.0099
C -1.6918 1.9657 -2.9778 0.169 -0.159 0.196 -0.0002
C -0.8154 1.1370 -2.2412 -0.133 0.356 0.110 -0.0117
N -0.8328 1.0730 -0.9309 -0.294 -0.283 0.062 -0.0024
C -1.6349 1.9265 -0.2340 0.196 -0.058 -0.049 -0.0016
H 3.1291 7.2226 1.7763 0.006 0.004 -0.023 0.0000
H 3.7568 6.9710 3.4036 0.009 0.000 0.007 0.0000
H 2.2197 7.7991 3.1753 -0.016 0.010 0.011 0.0000
H 2.5143 5.1354 0.8291 0.010 -0.004 -0.020 0.0000
H 1.3806 2.9471 0.9659 0.007 -0.021 -0.035 0.0000
H 0.4327 3.6903 5.0637 -0.003 -0.030 0.025 0.0000
H 1.5860 5.8842 4.9356 0.002 0.002 0.010 0.0000
H -2.1380 2.9919 2.9507 0.045 -0.016 -0.022 -0.0003
H -3.8162 4.3441 1.8295 -0.011 -0.006 -0.001 0.0002
H -4.1132 4.2553 -0.6310 0.004 -0.002 0.007 -0.0001
H -3.3065 3.3549 -2.8229 0.006 0.010 0.009 -0.0007
H -1.6573 1.9426 -4.0587 0.008 0.025 -0.010 0.0003
H -0.0867 0.5110 -2.7300 -0.024 0.022 0.033 0.0005
C -1.4673 -1.5813 -3.1268 -0.009 -0.148 -0.046 -0.0027
Si -0.5295 -2.1544 -1.5211 -0.010 0.179 0.090 -0.0096
C 0.7282 -3.4250 -2.3408 0.009 -0.059 -0.039 0.0049
C 1.5970 -4.1537 -1.3137 -0.023 0.009 0.003 0.0001
C 1.6768 -2.5555 -3.1804 -0.008 -0.059 -0.018 0.0023
C 0.1079 -4.4838 -3.2537 0.012 -0.041 -0.009 0.0007
C -2.0546 -3.1223 -0.6910 -0.018 -0.011 0.027 -0.0106
C -2.8574 -2.0444 0.0524 -0.005 -0.068 0.015 -0.0064
C -3.0202 -3.8182 -1.6540 -0.032 -0.018 -0.027 -0.0021
C -1.6150 -4.1759 0.3252 -0.011 -0.041 -0.078 -0.0004
H -1.9018 -2.4267 -3.6653 -0.005 -0.036 -0.030 -0.0002
H -0.8118 -1.0624 -3.8263 0.039 0.012 -0.068 0.0001
H -2.2838 -0.8946 -2.8884 -0.039 -0.009 0.025 -0.0001
H 2.1210 -3.4521 -0.6687 0.031 0.049 0.035 0.0001
H 2.3585 -4.7566 -1.8294 0.006 -0.026 -0.014 0.0000
H 1.0179 -4.8345 -0.6850 -0.028 0.013 0.020 0.0000
H 2.1107 -1.7491 -2.5863 0.009 0.030 0.049 0.0015
H 1.1719 -2.1025 -4.0361 -0.051 0.017 -0.028 0.0000
H 2.5013 -3.1679 -3.5722 0.016 -0.011 -0.010 0.0000
H -0.5001 -5.1963 -2.6898 -0.006 0.003 0.021 0.0000
H 0.8995 -5.0636 -3.7529 0.020 -0.008 -0.011 0.0003
H -0.5198 -4.0523 -4.0355 -0.028 0.037 -0.009 0.0000
H -3.2744 -1.3074 -0.6391 0.013 0.037 -0.035 -0.0003
H -2.2383 -1.4986 0.7652 0.036 0.035 0.016 -0.0038
H -3.6982 -2.4979 0.5994 -0.027 -0.014 -0.015 -0.0002
H -3.4618 -3.1230 -2.3678 -0.023 0.044 -0.018 -0.0001
H -3.8497 -4.2714 -1.0896 -0.008 -0.020 0.024 -0.0008
H -2.5399 -4.6173 -2.2229 0.023 0.011 -0.008 -0.0001
H -0.9112 -3.7776 1.0490 0.076 0.030 0.080 -0.0002
H -1.1374 -5.0305 -0.1617 0.007 0.002 -0.017 0.0000
H -2.4863 -4.5595 0.8772 -0.018 -0.007 0.022 -0.0001
```
Positions in Å, forces in eV/Å.

The highest occupied orbital energy (alpha / beta) is -0.051 / -0.037 Eh. The multiplicity is 2. The charge is -2. Its HOMO-LUMO gap (alpha / beta) is 5.6 / 5.3 eV. For the relative energy (zero: lowest compared OMol25 entry of this formula, charge and spin), the calculation gives 0.000 eV.

=====

| no. | F_max (eV/A) |
| --- | --- |
| 1 | 4.2 |
| 2 | 3.5 |
| 3 | 3.4 |
| 4 | 0.6 |